# 1
A 14-piece molecular cluster, C27H31BrCl39O2 overall at a distorted geometry, computed with ωB97M-V with the def2-TZVPD basis set.

2S+1 ... 1
Orbital gap ... 3.827 eV
Largest force on an atom ... 3.1 eV/A
Net charge ... -1
HOMO level ... -0.0895 Ha
DFT total energy ... -591008.195 eV

Geometry as XYZ:
```
100
Properties=species:S:1:pos:R:3:lowdin_charge:R:1
C 3.31 -3.96 -0.39 -0.097
C 3.15 -2.89 -1.56 -0.292
O 2.27 -1.82 -1.26 -0.238
C 2.97 -0.56 -1.07 -0.287
C 1.99 0.68 -1.18 -0.115
C 0.49 0.36 -1.45 -0.331
O -0.03 0.86 -2.44 -0.027
C -0.45 -0.51 -0.57 -0.104
C -1.85 -0.67 -1.03 -0.201
C -2.82 -1.48 -0.33 -0.199
C -2.45 -2.20 0.89 -0.253
C -1.08 -2.03 1.37 -0.290
C -0.10 -1.20 0.66 0.004
C 3.53 -0.53 0.44 -0.262
C 4.85 0.35 0.43 -0.676
C 6.10 -0.51 0.87 -0.164
Br 4.69 1.92 1.65 0.608
H 3.00 -4.99 -0.69 0.065
H 2.68 -3.57 0.45 0.049
H 4.37 -3.89 -0.04 0.008
H 2.67 -3.45 -2.42 0.106
H 4.14 -2.51 -1.94 0.090
H 2.03 1.38 -0.30 0.103
H 2.34 1.28 -2.06 0.102
H -2.15 -0.15 -1.96 0.034
H -3.84 -1.55 -0.74 0.087
H -3.18 -2.87 1.45 -0.003
H -0.78 -2.55 2.30 0.000
H 0.92 -1.13 1.08 0.100
H 3.70 -1.55 0.86 0.084
H 2.78 -0.03 1.14 0.058
H 5.02 0.74 -0.60 0.075
H 5.88 -1.62 0.85 0.024
H 6.96 -0.31 0.18 0.071
H 6.43 -0.28 1.92 0.048
C -5.39 0.53 2.40 -1.478
Cl -4.65 0.48 4.00 0.536
Cl -4.17 0.36 1.14 0.647
Cl -6.63 -0.73 2.24 0.522
H -5.87 1.50 2.28 0.017
C -0.56 -6.14 1.55 -1.493
Cl -0.95 -6.96 0.04 0.522
Cl -0.26 -4.41 1.27 0.688
Cl -1.86 -6.35 2.73 0.504
H 0.35 -6.58 1.96 -0.016
C -7.62 -0.92 5.96 -1.587
Cl -8.09 -2.63 5.90 0.509
Cl -8.76 0.07 5.05 0.507
Cl -7.53 -0.37 7.64 0.523
H -6.64 -0.82 5.51 -0.097
C 7.83 -4.61 -0.06 -1.521
Cl 7.02 -4.10 1.42 0.528
Cl 8.02 -6.37 -0.09 0.494
Cl 6.94 -4.04 -1.47 0.557
H 8.82 -4.17 -0.07 0.013
C 4.56 -6.69 3.76 -1.529
Cl 5.65 -5.49 4.46 0.495
Cl 2.98 -5.97 3.47 0.541
Cl 5.23 -7.34 2.26 0.510
H 4.45 -7.51 4.47 0.015
C 6.42 2.50 4.94 -1.563
Cl 4.98 2.43 5.96 0.509
Cl 7.36 3.97 5.30 0.501
Cl 7.42 1.06 5.17 0.505
H 6.11 2.54 3.90 -0.083
C -2.98 3.30 -1.83 -1.470
Cl -1.84 3.92 -3.03 0.559
Cl -2.43 1.74 -1.19 0.702
Cl -3.20 4.47 -0.52 0.511
H -3.94 3.15 -2.31 -0.002
C -3.98 5.13 -5.83 -1.543
Cl -4.40 4.33 -7.35 0.517
Cl -3.65 6.85 -6.11 0.477
Cl -5.28 4.93 -4.65 0.517
H -3.08 4.67 -5.43 -0.047
C -6.92 9.57 -6.07 -1.520
Cl -5.77 10.18 -7.27 0.529
Cl -6.37 8.02 -5.43 0.498
Cl -7.14 10.74 -4.77 0.550
H -7.87 9.42 -6.56 0.017
C -0.34 5.97 -8.87 -1.534
Cl -0.05 5.20 -10.43 0.520
Cl -1.49 7.30 -9.04 0.507
Cl -0.92 4.78 -7.69 0.533
H 0.60 6.37 -8.51 0.014
C 10.26 -7.03 3.52 -1.543
Cl 8.65 -6.47 3.98 0.490
Cl 11.08 -5.82 2.53 0.513
Cl 11.22 -7.42 4.95 0.514
H 10.15 -7.94 2.93 0.014
C -4.25 -3.47 4.46 -1.444
Cl -3.03 -2.85 3.33 0.681
Cl -3.78 -5.05 5.11 0.517
Cl -4.52 -2.33 5.79 0.533
H -5.19 -3.59 3.92 0.020
C -10.34 9.99 -3.09 -1.564
Cl -10.78 8.28 -3.08 0.520
Cl -11.54 10.94 -3.98 0.512
Cl -10.17 10.60 -1.44 0.520
H -9.38 10.10 -3.59 -0.068
```

# 2
C27H31Cl3F32O4 as an isolated structure at a distorted geometry, computed with ωB97M-V with the def2-TZVPD basis set.

2S+1 ... 1
Orbital gap ... 11.026 eV
Energy relative to the best compared isomer or geometry (same formula, charge and spin) ... 288.2 kJ/mol
Largest force on an atom ... 3.6 eV/A
HOMO level ... -0.3969 Ha
DFT total energy ... -161216.383 eV

Geometry as XYZ:
```
97
Properties=species:S:1:pos:R:3:lowdin_charge:R:1
C -4.88 -6.58 3.10 -0.022
C -5.54 -5.37 3.85 -0.496
C -5.91 -5.65 5.28 -0.368
F -6.75 -6.63 5.45 0.130
F -4.89 -6.04 6.06 0.093
F -4.71 -4.33 3.86 0.146
F -6.66 -4.94 3.30 0.154
O -4.43 -6.23 1.78 0.008
C -5.22 -6.61 0.67 -0.539
C -4.69 -5.83 -0.54 -0.300
F -3.36 -6.05 -0.78 0.098
F -5.40 -6.11 -1.61 0.119
F -5.02 -7.93 0.52 0.152
F -6.49 -6.43 0.94 0.183
H -5.54 -7.44 3.10 0.145
H -3.95 -6.90 3.57 0.150
H -6.38 -4.81 5.79 0.174
H -4.85 -4.76 -0.42 0.173
C 5.37 -4.40 -3.23 -0.070
C 4.86 -5.33 -2.11 -0.495
C 3.52 -4.80 -1.54 -0.332
F 2.60 -4.54 -2.51 0.093
F 2.99 -5.64 -0.68 0.136
F 4.84 -6.61 -2.41 0.162
F 5.76 -5.36 -1.13 0.130
O 5.21 -3.00 -3.06 0.005
C 5.32 -2.16 -4.25 -0.434
C 5.47 -0.67 -3.85 -0.302
F 6.55 -0.36 -3.13 0.117
F 5.37 0.26 -4.83 0.095
F 6.35 -2.56 -5.07 0.133
F 4.18 -2.31 -4.95 0.141
H 4.86 -4.76 -4.12 0.143
H 6.41 -4.62 -3.49 0.144
H 3.76 -3.85 -1.07 0.166
H 4.60 -0.44 -3.22 0.165
C 3.96 2.41 3.68 -0.001
C 3.88 3.80 2.91 -0.463
C 5.27 4.52 2.88 -0.317
F 5.30 5.49 1.96 0.113
F 5.61 5.01 4.09 0.088
F 3.42 3.59 1.68 0.143
F 3.05 4.58 3.61 0.130
O 5.03 1.56 3.11 0.007
C 4.66 0.34 2.55 -0.536
C 5.97 -0.47 2.27 -0.268
F 5.69 -1.62 1.62 0.091
F 6.98 0.16 1.60 0.087
F 3.81 -0.28 3.34 0.183
F 4.06 0.67 1.38 0.134
H 2.94 2.01 3.67 0.139
H 4.09 2.63 4.74 0.139
H 6.08 3.83 2.65 0.162
H 6.49 -0.85 3.15 0.169
C -3.16 6.56 -0.60 -0.063
C -3.47 8.08 -0.91 -0.457
C -4.85 8.47 -0.39 -0.341
F -5.26 9.70 -0.67 0.122
F -5.89 7.63 -0.67 0.092
F -2.56 8.89 -0.41 0.158
F -3.46 8.23 -2.26 0.114
O -3.22 6.35 0.78 0.002
C -2.11 5.69 1.41 -0.509
C -2.42 5.12 2.81 -0.342
F -1.43 4.43 3.32 0.133
F -2.75 6.11 3.64 0.135
F -1.82 4.67 0.60 0.153
F -1.13 6.58 1.42 0.174
H -2.22 6.28 -1.06 0.147
H -3.95 5.94 -1.04 0.143
H -4.75 8.48 0.69 0.164
H -3.19 4.36 2.64 0.173
C 0.59 1.14 -4.08 -0.084
C 0.57 1.11 -2.50 -0.259
C 0.31 -0.25 -1.91 -0.255
C -0.09 -0.13 -0.45 -0.230
C -0.49 -1.50 0.12 -0.267
C -0.80 -1.46 1.61 -0.121
H 1.48 0.62 -4.43 0.057
H 0.68 2.18 -4.38 0.061
H -0.34 0.70 -4.46 0.059
H 1.51 1.44 -2.04 0.102
H -0.15 1.85 -2.16 0.095
H 1.18 -0.91 -1.99 0.108
H -0.42 -0.82 -2.49 0.114
H 0.63 0.43 0.14 0.115
H -0.97 0.51 -0.43 0.108
H -1.32 -2.02 -0.35 0.107
H 0.39 -2.14 -0.02 0.099
H 0.02 -1.02 2.17 0.062
H -1.60 -0.76 1.84 0.067
H -1.03 -2.46 1.99 0.068
C -4.41 2.83 -5.28 -1.577
Cl -3.77 1.76 -4.03 0.490
Cl -3.47 4.32 -5.32 0.533
Cl -6.05 3.10 -4.78 0.529
H -4.42 2.30 -6.23 0.025
```

# 3
C27H31F3IrN4O2S3Sb2 as an isolated structure at a distorted geometry, computed with ωB97M-V with the def2-TZVPD basis set.

2S+1 ... 1
Orbital gap (spin up / spin down) ... 3.547 / 3.820 eV
Energy relative to the best compared isomer or geometry (same formula, charge and spin) ... 592.8 kJ/mol
Largest force on an atom ... 3.4 eV/A
Net charge ... +1
HOMO level (spin up / spin down) ... -0.3386 / -0.3425 Ha
DFT total energy ... -95119.894 eV

Geometry as XYZ:
```
73
Properties=species:S:1:pos:R:3:lowdin_charge:R:1
Ir 0.17 -0.54 1.33 0.832
F 4.32 -3.33 -1.06 0.125
C 4.35 -3.72 0.22 -0.611
F 3.56 -4.80 0.31 0.151
F 5.60 -4.14 0.45 0.151
C 3.93 -2.64 1.18 -0.108
C 4.79 -2.18 2.16 0.034
C 4.37 -1.19 3.04 -0.019
C 3.07 -0.73 2.94 -0.110
N 2.23 -1.17 2.01 -0.102
C 2.64 -2.08 1.10 -0.687
S 1.49 -2.42 -0.10 0.755
H 5.79 -2.59 2.24 0.133
H 5.03 -0.80 3.79 0.115
H 2.67 0.01 3.62 0.111
C -2.10 3.70 0.67 -0.283
Sb -2.18 1.84 -0.48 1.444
C -2.91 2.81 -2.30 -0.278
C -4.34 1.28 0.38 -0.240
C -4.84 0.29 -0.53 -0.322
C -5.46 0.73 -1.71 -0.059
C -5.85 -0.14 -2.70 -0.064
C -5.64 -1.51 -2.52 -0.075
C -5.08 -1.97 -1.35 -0.073
C -4.66 -1.10 -0.34 -0.304
C -4.08 -1.68 0.88 -0.250
Sb -1.89 -2.05 0.74 1.296
C -1.85 -3.95 1.76 -0.271
C -1.84 -2.87 -1.23 -0.272
H -3.08 4.18 0.61 0.008
H -1.35 4.35 0.22 -0.012
H -1.86 3.50 1.71 -0.002
H -3.80 3.37 -2.05 0.006
H -3.12 2.05 -3.05 0.008
H -2.12 3.47 -2.64 0.003
H -4.82 2.24 0.32 0.055
H -4.16 0.97 1.40 0.041
H -5.64 1.79 -1.83 0.108
H -6.31 0.22 -3.60 0.110
H -5.94 -2.21 -3.28 0.104
H -4.95 -3.03 -1.20 0.108
H -4.46 -2.68 1.05 0.070
H -4.26 -1.08 1.77 0.058
H -2.72 -4.54 1.49 0.020
H -1.83 -3.83 2.84 0.011
H -0.95 -4.47 1.45 0.006
H -2.50 -3.74 -1.27 0.025
H -0.82 -3.18 -1.44 -0.029
H -2.15 -2.13 -1.97 0.022
N 6.29 0.51 -0.99 0.129
C 5.03 0.91 -1.30 -0.306
C 4.06 -0.04 -1.64 -0.014
C 2.75 0.33 -1.83 -0.085
C 2.39 1.66 -1.70 -0.300
C 3.33 2.63 -1.40 -0.080
C 4.65 2.26 -1.22 -0.010
S 0.66 1.94 -1.49 0.517
O 0.25 3.31 -1.45 -0.344
O -0.15 1.07 -2.30 -0.357
N 0.49 1.34 0.04 -0.330
C 0.79 2.06 1.11 -0.792
S 1.45 3.66 1.16 1.109
C 1.37 3.58 2.89 -0.349
C 0.87 2.40 3.31 -0.244
N 0.54 1.54 2.31 -0.084
H 6.57 -0.42 -1.24 0.103
H 7.03 1.20 -0.92 0.106
H 4.35 -1.07 -1.76 0.101
H 1.99 -0.39 -2.08 0.084
H 3.03 3.66 -1.34 0.104
H 5.40 3.01 -1.00 0.117
H 1.68 4.42 3.48 0.070
H 0.71 2.10 4.33 0.116
```